1.
127
Properties=species:S:1:pos:R:3:lowdin_charge:R:1 method="wB97M-V/def2-TZVPD" orbital_gap_ha=0.061 mol_weight_g_mol=1002.95 total_charge=-1 spin_multiplicity=1
O -14.33 -8.27 -3.09 0.09
O -14.53 -5.86 -2.20 0.11
O -8.86 -1.79 -1.65 -0.13
O 5.69 -0.67 -5.22 0.12
O 0.86 1.46 1.19 0.10
O 6.14 4.65 6.61 0.09
O 4.26 3.30 4.76 0.07
O -10.88 -2.11 -3.58 -0.09
O -0.15 2.46 3.33 0.14
O 12.50 3.10 4.55 0.09
O -10.36 -7.28 -5.42 0.12
O 3.64 5.59 6.53 0.12
O 11.40 2.28 2.37 0.12
O 7.27 3.58 4.20 0.11
O -10.54 -4.89 -4.49 0.11
O 5.24 2.39 2.69 0.10
O 8.89 -3.97 -4.24 0.09
O 8.36 4.41 6.37 0.06
O 4.02 -2.00 -3.77 0.10
O 7.81 8.86 7.87 0.12
O 7.21 -5.32 -2.83 0.12
O 5.39 9.72 7.87 0.10
O -7.13 -2.58 -0.46 -0.13
N -5.31 -1.23 0.38 -0.13
C 8.47 3.43 4.20 -0.28
C -11.40 -7.04 -4.65 -0.23
C 6.15 -1.78 -4.68 -0.23
C -5.66 -2.39 -0.27 -0.38
C 10.51 3.83 5.60 0.07
C 4.38 7.70 7.20 0.07
C 5.49 -3.76 -3.20 0.08
C -12.34 -7.95 -4.32 0.07
C 0.01 -5.53 -2.03 -0.11
C 10.58 2.78 3.28 -0.23
C 11.29 3.25 4.53 -0.32
C -3.99 0.82 0.46 -0.23
C 3.13 1.84 1.74 0.08
C 9.18 3.91 5.45 -0.20
C -4.38 -0.43 -0.35 -0.39
C 7.41 -2.23 -4.83 0.07
C 3.38 2.91 4.00 -0.28
C -12.54 -5.20 -3.28 0.09
C 5.12 -2.52 -3.84 -0.30
C -9.61 -0.68 -2.09 -0.24
C 6.02 5.83 6.89 -0.24
C 1.70 1.87 1.96 -0.29
C 0.17 -2.01 -1.73 -0.21
C 1.21 0.27 -2.20 -0.20
C -2.60 1.34 0.14 -0.25
C -13.43 -7.54 -3.46 -0.32
C 3.92 2.33 2.71 -0.23
C 0.94 -4.43 -1.51 -0.26
C 4.61 6.41 6.88 -0.21
C -0.37 2.23 -2.91 -0.21
C -2.39 1.73 -1.32 -0.22
C 0.96 -3.15 -2.36 -0.22
C 5.48 8.55 7.55 -0.31
C -7.73 -1.41 -0.85 -0.30
C 7.78 -3.46 -4.18 -0.31
C 1.16 2.47 3.26 -0.22
C 7.13 6.70 7.23 0.08
C -11.45 -5.61 -4.14 -0.29
C 1.97 2.96 4.22 0.07
C 1.06 1.70 -2.75 -0.21
C 6.75 -4.21 -3.36 -0.23
C 9.25 2.87 3.12 0.08
C -1.07 2.48 -1.55 -0.20
C 0.13 -0.74 -2.58 -0.19
C -13.48 -6.11 -2.97 -0.23
C 6.88 7.98 7.54 -0.22
C -10.04 -0.97 -3.51 -0.24
H 5.50 2.81 3.54 0.07
H -15.02 -6.70 -2.14 0.11
H -4.78 -0.08 -1.34 0.09
H -2.43 0.82 -1.93 0.09
H 4.75 -4.28 -2.61 0.13
H 4.75 -0.60 -4.93 0.12
H -7.06 -0.78 -1.46 0.12
H -10.34 -2.88 -3.34 0.06
H 0.56 -6.31 -2.57 0.06
H 3.39 8.12 7.19 0.14
H -1.28 3.56 -1.48 0.11
H -9.86 -6.44 -5.46 0.12
H 1.57 2.38 -2.06 0.10
H 2.00 -2.85 -2.52 0.08
H 1.33 0.30 -1.11 0.08
H 0.65 -4.17 -0.49 0.10
H 3.51 1.43 0.82 0.13
H -9.15 -1.12 -4.13 0.12
H -0.86 -0.29 -2.47 0.08
H -9.02 0.24 -2.07 0.12
H 0.59 -1.79 -0.74 0.11
H -12.56 -4.17 -2.94 0.13
H 11.02 4.16 6.49 0.13
H -0.86 -2.36 -1.55 0.11
H 4.00 4.71 6.31 0.10
H 12.30 2.34 2.76 0.12
H -8.09 -0.81 0.00 0.13
H -0.48 2.05 2.51 0.12
H -0.55 -6.02 -1.23 0.06
H 8.15 -1.71 -5.43 0.13
H 1.96 -4.83 -1.43 0.09
H -2.38 2.22 0.76 0.10
H 0.52 -3.39 -3.34 0.11
H -3.23 2.35 -1.64 0.12
H -10.49 -0.54 -1.46 0.12
H -3.43 -0.97 -0.60 0.09
H 8.73 2.53 2.23 0.14
H -1.87 0.57 0.42 0.11
H 7.33 9.69 8.05 0.12
H 1.58 1.79 -3.71 0.10
H -0.31 3.16 -3.48 0.10
H -12.32 -8.97 -4.68 0.13
H -4.73 1.62 0.31 0.10
H -0.37 2.25 -0.75 0.08
H 8.13 6.28 7.22 0.13
H -10.60 -0.13 -3.93 0.11
H -5.42 -3.33 0.27 0.09
H -4.05 0.52 1.51 0.09
H -0.97 1.54 -3.52 0.10
H 0.24 -1.02 -3.63 0.12
H 2.17 -0.12 -2.58 0.10
H -0.73 -5.12 -2.73 0.07
H -5.23 -2.48 -1.29 0.10
H 1.59 3.39 5.14 0.13
H 8.15 -5.39 -3.11 0.12
H 7.44 4.32 6.02 0.03

=====

2.
20
Properties=species:S:1:pos:R:3:lowdin_charge:R:1 method="wB97M-V/def2-TZVPD" orbital_gap_ha=0.329 mol_weight_g_mol=220.06 spin_multiplicity=1 relative_energy_kj_mol=181.1
Cl 3.75 1.45 0.00 0.69
Cl 1.50 1.14 2.45 0.68
O 1.89 1.51 -2.18 0.05
O 1.18 -0.50 -1.90 0.08
N 1.81 0.48 -1.56 -0.48
C -2.31 -0.08 -0.66 -0.07
C -0.39 -0.97 1.14 -0.06
C 2.38 0.42 -0.24 -0.57
C -2.44 -1.32 -0.05 -0.07
C -1.47 -1.77 0.83 -0.07
C -0.26 0.28 0.55 -0.32
C -1.22 0.71 -0.37 -0.04
C 0.89 1.15 0.83 -0.56
H 2.51 -0.60 0.11 0.11
H 0.84 2.16 0.43 0.09
H -3.05 0.26 -1.36 0.11
H -1.11 1.67 -0.85 0.12
H 0.36 -1.32 1.83 0.10
H -3.29 -1.94 -0.28 0.10
H -1.57 -2.74 1.29 0.11

=====

3.
25
Properties=species:S:1:pos:R:3:lowdin_charge:R:1 method="wB97M-V/def2-TZVPD" orbital_gap_ha=0.350 mol_weight_g_mol=224.02 total_charge=-1 spin_multiplicity=1 relative_energy_kj_mol=77.0
Br -0.29 0.03 0.09 0.36
O 2.49 2.09 -0.28 -0.08
O -0.10 -3.56 0.55 -0.08
O -0.71 0.30 -3.48 -0.09
O -0.35 2.84 -1.46 -0.11
O -1.63 0.03 3.10 -0.13
O -2.98 -1.45 1.02 -0.17
O 1.04 1.28 2.93 -0.09
O 2.24 -0.75 -1.95 -0.08
H 1.37 -0.77 -1.51 -0.10
H -0.30 -2.90 -0.12 -0.02
H -0.09 -0.22 -4.02 0.02
H 1.70 1.56 -0.39 -0.08
H 1.36 0.70 3.60 0.02
H -0.43 -3.20 1.36 0.01
H 2.15 -0.56 -2.87 0.00
H 0.34 2.62 -2.11 0.03
H -2.13 -1.02 0.72 -0.15
H -0.55 2.03 -1.03 -0.15
H 3.04 1.40 0.03 0.00
H 0.87 0.73 2.14 -0.08
H -3.20 -2.12 0.32 0.03
H -1.84 0.80 3.67 0.05
H -1.14 0.36 2.33 -0.10
H -0.85 -0.20 -2.65 -0.01

=====

Number 1: E_HOMO -2.33 eV. Number 2: E_HOMO -9.36 eV. Number 3: E_HOMO -6.58 eV.